Computed, not measured: a molecular structure, C25H57I2N6 in a non-equilibrium geometry, with wB97M-V/def2-TZVPD.

Each line ends with the Löwdin charge.
Geometry (Å):
C 1.722 0.811 -2.219  -0.17
C 1.799 2.325 -2.153  -0.84
I 3.755 3.020 -2.048  0.92
C 0.733 3.137 -2.194  -0.74
I 0.947 5.219 -2.285  0.94
C -0.688 2.594 -2.284  -0.34
C -1.853 3.583 -2.118  -0.18
C -3.106 2.775 -1.725  -0.13
N -3.090 1.373 -2.206  0.09
C -1.972 0.724 -1.745  -0.35
N -1.922 -0.581 -1.790  0.29
N -0.867 1.454 -1.311  0.09
H 1.024 0.486 -2.999  0.08
H 2.704 0.389 -2.435  0.05
H 1.403 0.402 -1.252  0.05
H -0.813 2.132 -3.275  0.15
H -1.990 4.165 -3.032  0.11
H -1.648 4.269 -1.290  0.09
H -4.046 3.246 -2.016  0.13
H -3.132 2.704 -0.633  0.12
H -3.151 1.311 -3.225  0.15
H -1.098 -1.104 -1.524  0.12
H -2.728 -1.088 -2.131  0.15
H -0.970 1.786 -0.354  0.16
C -0.682 -4.083 2.303  -0.09
C 0.774 -3.653 2.393  -0.26
N 1.265 -3.035 1.169  -0.20
C 2.713 -2.892 1.126  -0.24
C 3.368 -1.958 2.147  -0.08
C 0.503 -1.903 0.699  -0.27
C 0.316 -0.699 1.633  -0.07
H -0.842 -4.722 1.433  0.08
H -0.953 -4.647 3.194  0.08
H -1.363 -3.233 2.241  0.06
H 1.391 -4.537 2.567  0.12
H 0.903 -3.011 3.277  0.11
H 2.991 -2.576 0.116  0.11
H 3.133 -3.893 1.248  0.11
H 3.203 -0.906 1.915  0.06
H 4.447 -2.120 2.149  0.08
H 3.009 -2.148 3.160  0.06
H -0.496 -2.270 0.429  0.09
H 0.960 -1.562 -0.239  0.09
H 0.048 -0.991 2.648  0.08
H -0.498 -0.071 1.253  0.05
H 1.209 -0.077 1.690  0.06
C 5.490 -3.667 5.926  -0.09
C 5.258 -2.172 5.770  -0.28
N 4.207 -1.663 6.633  -0.20
C 3.772 -0.323 6.284  -0.25
C 4.778 0.826 6.419  -0.08
C 4.374 -1.933 8.053  -0.24
C 5.657 -1.436 8.731  -0.08
H 4.555 -4.217 5.803  0.08
H 6.194 -4.012 5.167  0.07
H 5.911 -3.920 6.899  0.07
H 4.946 -1.971 4.741  0.09
H 6.218 -1.649 5.904  0.10
H 2.885 -0.094 6.881  0.11
H 3.431 -0.359 5.242  0.10
H 4.960 1.091 7.460  0.06
H 4.388 1.716 5.922  0.07
H 5.735 0.584 5.955  0.07
H 4.307 -3.014 8.198  0.10
H 3.504 -1.519 8.568  0.11
H 6.544 -1.673 8.142  0.07
H 5.770 -1.925 9.700  0.07
H 5.646 -0.362 8.908  0.06
C -6.276 1.027 -4.366  -0.09
C -5.904 2.178 -5.282  -0.27
N -4.613 1.970 -5.925  -0.21
C -4.086 3.172 -6.561  -0.26
C -4.864 3.770 -7.736  -0.08
C -4.493 0.738 -6.698  -0.25
C -5.505 0.493 -7.823  -0.07
H -5.462 0.823 -3.665  0.05
H -7.159 1.266 -3.774  0.08
H -6.493 0.101 -4.899  0.07
H -5.811 3.089 -4.683  0.11
H -6.727 2.360 -5.987  0.11
H -3.063 2.956 -6.881  0.11
H -4.003 3.935 -5.780  0.10
H -4.762 3.175 -8.641  0.06
H -4.478 4.766 -7.958  0.08
H -5.926 3.873 -7.510  0.07
H -4.551 -0.103 -6.002  0.09
H -3.480 0.709 -7.106  0.11
H -6.526 0.697 -7.500  0.07
H -5.463 -0.553 -8.130  0.08
H -5.301 1.099 -8.703  0.06

Its molar mass is 695.58 g mol⁻¹. The calculation puts the max |F| at 1.32 eV Å⁻¹. For the orbital gap, the calculation gives 5.93 eV. The electronic energy comes out at -1910.37600 hartree. As for the net charge: +1.